1.
Computed, not measured: a 4-piece molecular cluster, C48H33FO9S overall, with wB97M-V/def2-TZVPD.

Each line ends with the Löwdin charge.
Atoms and positions in Å:
C  0.5411  -2.3143  -1.6976  -0.1505
C  1.1293  -1.5983  -0.4826  -0.5071
S  2.7358  -0.7683  -0.7306  0.9180
C  2.8609  -0.3533  -2.4746  -0.3844
C  2.2923  1.0061  -2.8512  -0.4903
F  3.1523  2.0067  -2.4452  0.0731
C  0.8535  1.2811  -2.4013  -0.0307
O  0.2268  1.8062  -3.5691  0.0891
C  0.9713  1.5142  -4.6463  -0.5534
O  0.6137  1.6084  -5.7806  0.1690
O  2.1953  1.0883  -4.2698  0.1398
H  0.0952  -3.2674  -1.4207  0.0782
H  -0.2573  -1.7222  -2.1436  0.0701
H  1.2786  -2.5354  -2.4627  0.0515
H  0.4224  -0.8797  -0.0770  0.0660
H  1.3411  -2.3180  0.3039  0.0620
H  3.9300  -0.3161  -2.6807  0.0949
H  2.4287  -1.1041  -3.1276  0.0798
H  0.8072  1.9915  -1.5843  0.1404
H  0.3773  0.3420  -2.1377  0.1091
C  4.4618  2.9927  3.2815  -0.0507
C  4.3663  1.9566  2.3587  -0.0473
C  3.5311  0.8820  2.6084  -0.0075
C  2.7892  0.8365  3.7793  -0.0792
C  2.8887  1.8736  4.7080  -0.0887
C  3.7220  2.9539  4.4511  0.0002
C  2.1004  1.8499  5.9696  -0.2837
O  2.1618  2.7609  6.7709  0.0878
C  1.2191  0.6733  6.2186  -0.0786
C  0.5000  0.6092  7.4052  -0.0023
C  -0.3382  -0.4650  7.6485  -0.0569
C  -0.4666  -1.4782  6.7048  -0.0568
C  0.2476  -1.4198  5.5205  -0.0022
C  1.0953  -0.3476  5.2741  -0.0785
C  1.8635  -0.3088  3.9969  -0.2692
O  1.7275  -1.1773  3.1588  0.0958
H  5.1075  3.8374  3.0816  0.1076
H  4.9394  1.9909  1.4415  0.1088
H  3.4356  0.0785  1.8943  0.0688
H  3.7771  3.7610  5.1677  0.1218
H  0.6045  1.4047  8.1296  0.1192
H  -0.8947  -0.5148  8.5749  0.1071
H  -1.1257  -2.3146  6.8953  0.1071
H  0.1562  -2.2015  4.7796  0.1192
C  -3.0613  -8.8002  -6.0768  -0.0560
C  -3.1184  -8.3707  -4.7553  -0.0568
C  -2.5379  -7.1688  -4.3893  -0.0030
C  -1.8920  -6.3924  -5.3430  -0.0825
C  -1.8257  -6.8288  -6.6679  -0.0815
C  -2.4166  -8.0321  -7.0308  -0.0017
C  -1.1167  -6.0286  -7.7083  -0.2766
O  -1.0688  -6.4036  -8.8601  0.1088
C  -0.4673  -4.7561  -7.2836  -0.0817
C  0.2327  -4.0084  -8.2221  0.0013
C  0.8323  -2.8174  -7.8503  -0.0471
C  0.7337  -2.3636  -6.5392  -0.0439
C  0.0400  -3.1082  -5.6004  0.0008
C  -0.5603  -4.3058  -5.9654  -0.0805
C  -1.2855  -5.0950  -4.9306  -0.2736
O  -1.3777  -4.6947  -3.7883  0.0990
H  -3.5204  -9.7375  -6.3612  0.1075
H  -3.6181  -8.9759  -4.0107  0.1072
H  -2.5808  -6.8219  -3.3665  0.1194
H  -2.3634  -8.3567  -8.0604  0.1205
H  0.2980  -4.3667  -9.2398  0.1210
H  1.3737  -2.2347  -8.5832  0.1106
H  1.1891  -1.4225  -6.2584  0.1018
H  -0.0491  -2.7658  -4.5787  0.0992
C  -1.1841  4.9995  6.9184  -0.0474
C  -2.3963  5.6820  6.9217  -0.0545
C  -3.0772  5.8984  5.7356  -0.0026
C  -2.5452  5.4387  4.5378  -0.0826
C  -1.3225  4.7637  4.5342  -0.0770
C  -0.6477  4.5423  5.7275  0.0071
C  -0.7144  4.2820  3.2632  -0.2700
O  0.3421  3.6857  3.2576  0.1087
C  -1.4429  4.5593  1.9924  -0.0800
C  -0.8763  4.1569  0.7894  -0.0042
C  -1.5416  4.3941  -0.4009  -0.0558
C  -2.7787  5.0301  -0.3948  -0.0527
C  -3.3462  5.4356  0.8007  -0.0004
C  -2.6798  5.2062  1.9977  -0.0808
C  -3.3007  5.6686  3.2733  -0.2765
O  -4.3835  6.2136  3.2791  0.1078
H  -0.6548  4.8256  7.8459  0.1100
H  -2.8104  6.0446  7.8531  0.1070
H  -4.0227  6.4222  5.7270  0.1200
H  0.2954  4.0142  5.7188  0.0998
H  0.0851  3.6619  0.7996  0.1147
H  -1.0981  4.0854  -1.3387  0.1012
H  -3.2983  5.2110  -1.3262  0.1090
H  -4.3055  5.9334  0.8177  0.1207

Calculated values
orbital gap = 8.2 eV
largest force on an atom = 0.930 eV/A

---

2.
Computed, not measured: C48H35N3O6P2ReS8 as an isolated structure, with wB97M-V/def2-TZVPD.

Each line ends with the Löwdin charge.
Atoms and positions in Å:
Re  -0.0735  0.1050  0.6041  0.6010
C  5.6065  3.8836  -1.7522  -0.0244
C  5.0016  3.6169  -0.3625  -0.4260
C  5.8282  4.3581  0.7033  -0.0261
C  5.0382  2.1179  -0.0854  -0.0963
C  6.2276  1.3943  -0.0688  -0.0408
C  6.2283  0.0207  0.1209  -0.0760
C  5.0318  -0.6694  0.2704  -0.0605
C  3.8216  0.0080  0.2584  -0.2305
P  2.1460  -0.8420  0.2239  1.0072
C  2.3710  -1.3687  -1.5249  -0.3011
C  2.5405  -0.3262  -2.4387  -0.1066
C  2.6961  -0.5774  -3.7916  -0.0870
C  2.6909  -1.8835  -4.2593  -0.1028
C  2.5056  -2.9246  -3.3630  -0.0887
C  2.3341  -2.6709  -2.0079  -0.0615
C  2.6224  -2.1023  1.4602  -0.3324
C  2.5980  -3.4831  1.3271  -0.0749
C  2.9961  -4.2963  2.3824  -0.0726
C  3.4089  -3.7467  3.5840  -0.1003
C  3.4169  -2.3663  3.7360  -0.0887
C  3.0298  -1.5573  2.6826  -0.1507
C  3.8744  1.3889  0.1125  -0.2054
O  2.6508  1.9725  0.1607  -0.0356
C  2.4968  3.2901  -0.0577  -0.2005
C  1.1769  3.7183  0.0520  -0.2303
C  0.9240  5.0680  -0.1499  -0.0746
C  1.9582  5.9396  -0.4603  -0.0740
C  3.2621  5.4751  -0.5420  -0.0355
C  3.5673  4.1351  -0.3304  -0.0905
P  -0.1234  2.5574  0.6985  1.0045
C  -0.1455  3.3498  2.3559  -0.3381
C  -1.1550  4.1416  2.8859  -0.0723
C  -1.0290  4.6825  4.1605  -0.0825
C  0.1103  4.4525  4.9117  -0.0971
C  1.1376  3.6851  4.3786  -0.0784
C  1.0083  3.1365  3.1149  -0.1308
C  -1.5434  3.2124  -0.2624  -0.3556
C  -2.8500  3.2587  0.2232  -0.1358
C  -3.9024  3.6269  -0.6032  -0.0774
C  -3.6744  3.9226  -1.9377  -0.0934
C  -2.3854  3.8412  -2.4447  -0.0782
C  -1.3331  3.4900  -1.6146  -0.1173
H  6.6398  3.5340  -1.7960  0.0773
H  5.5986  4.9519  -1.9787  0.0757
H  5.0369  3.3627  -2.5228  0.0968
H  6.8545  3.9864  0.7212  0.0756
H  5.3930  4.2143  1.6931  0.0963
H  5.8589  5.4296  0.4945  0.0760
H  7.1704  1.9108  -0.2126  0.1041
H  7.1667  -0.5203  0.1355  0.0957
H  5.0385  -1.7472  0.3855  0.1153
H  2.5211  0.6999  -2.0916  0.0998
H  2.7944  0.2514  -4.4820  0.1000
H  2.8010  -2.0847  -5.3184  0.0917
H  2.4619  -3.9478  -3.7181  0.0974
H  2.1113  -3.4967  -1.3492  0.0856
H  2.2024  -3.9517  0.4437  0.0658
H  2.9394  -5.3713  2.2627  0.1026
H  3.6973  -4.3876  4.4091  0.0914
H  3.7081  -1.9181  4.6783  0.0970
H  3.0436  -0.4812  2.8133  0.0858
H  -0.0869  5.4442  -0.0541  0.1143
H  1.7468  6.9890  -0.6225  0.0970
H  4.0603  6.1749  -0.7635  0.1060
H  -2.0493  4.3567  2.3203  0.0881
H  -1.8428  5.2697  4.5680  0.0999
H  0.1935  4.8531  5.9144  0.0968
H  2.0312  3.4897  4.9587  0.1018
H  1.8007  2.5116  2.7189  0.0906
H  -3.0765  2.9646  1.2374  0.0665
H  -4.9072  3.6437  -0.1998  0.1040
H  -4.4996  4.1896  -2.5870  0.0947
H  -2.1955  4.0275  -3.4944  0.1014
H  -0.3400  3.4065  -2.0351  0.1043
S  0.1898  0.0411  2.8259  0.6741
C  -1.3364  0.5381  3.5087  -0.6627
C  -1.3812  0.8638  4.8826  -0.2971
N  -1.3934  1.1531  6.0001  0.1360
C  -2.4485  0.6016  2.7001  -0.7027
S  -2.3916  0.2237  1.0277  0.6948
C  -3.7008  1.0229  3.2270  -0.2880
N  -4.7031  1.4246  3.6322  0.1450
O  -1.1857  -2.6812  1.8485  -0.3824
S  -0.8129  -3.0822  0.5081  0.2886
O  -0.0289  -4.3109  0.4560  -0.3541
O  0.1329  -1.9601  -0.0956  -0.6115
O  -1.9481  -3.1291  -0.4282  -0.4561
O  -0.6385  0.5361  -3.7723  0.0230
C  -0.4484  0.5305  -2.5895  -0.5041
N  -0.2334  0.5736  -1.4256  -0.0629
C  -1.7419  -3.1739  -3.4270  -0.3779
S  -3.2536  -3.8747  -4.1523  0.8230
C  -4.2791  -4.1996  -2.7851  -0.9977
C  -4.5816  -3.3619  -1.7349  -1.1302
S  -3.9987  -1.8130  -1.5272  0.7699
S  -5.6659  -4.0671  -0.5307  0.9223
C  -5.9985  -5.5512  -1.3348  -1.5175
S  -7.0302  -6.7164  -0.7976  0.4677
S  -5.0617  -5.7492  -2.7860  0.8883
H  -0.9099  -3.6371  -3.9558  0.0284
H  -1.6883  -3.3987  -2.3582  0.0101
H  -1.7308  -2.0946  -3.5567  0.0170

Calculated values
orbital gap (alpha / beta) = 5.7 / 5.1 eV
largest force on an atom = 1.204 eV/A
total charge = -2
2S+1 = 2
ΔE to the lowest compared entry with this formula, charge and spin = 0.3486 eV

---

3.
Computed, not measured: C48H36I2OP2SZr as an isolated structure, with wB97M-V/def2-TZVPD.

Each line ends with the Löwdin charge.
Atoms and positions in Å:
Zr  0.4507  -0.2176  -0.0674  1.2849
O  -0.9694  0.6314  0.8873  -0.6600
S  -1.9675  1.4790  -0.0711  1.0773
C  -1.7162  3.1114  0.5464  -0.3142
C  -2.2805  3.6781  1.6862  -0.0347
C  -2.2228  5.0498  1.9336  0.0434
C  -1.6119  5.8733  1.0058  -0.0902
C  -1.4446  7.3470  0.9259  -0.0627
C  -0.6485  7.5923  -0.3743  -0.0670
C  -0.3340  6.2437  -0.9052  -0.1030
C  0.4079  5.8211  -1.9890  0.0384
C  0.5625  4.4528  -2.1929  -0.0506
C  -0.0347  3.4885  -1.3741  -0.2707
P  0.4613  1.7731  -1.7116  0.9760
C  2.2843  1.6169  -1.8438  -0.3888
C  2.6979  0.2870  -2.0435  -0.2268
C  4.0439  0.0012  -2.1986  -0.0648
C  4.9812  1.0277  -2.1138  -0.0054
C  4.5793  2.3294  -1.8628  -0.0002
C  3.2291  2.6298  -1.7266  -0.0394
C  -0.1756  1.4111  -3.3825  -0.3398
C  0.5972  1.5526  -4.5349  -0.0538
C  -0.0164  1.4686  -5.7746  -0.0229
C  -1.3829  1.2535  -5.8707  -0.0182
C  -2.1453  1.0765  -4.7238  -0.0576
C  -1.5458  1.1479  -3.4802  -0.1327
C  -0.8992  3.8920  -0.3210  -0.1537
C  -0.9504  5.2780  -0.0874  -0.0634
C  -3.6587  0.9607  0.1284  -0.2786
C  -4.6208  1.7998  0.6838  -0.0135
C  -5.9907  1.6183  0.5135  0.0458
C  -6.4222  0.5853  -0.2930  -0.0934
C  -7.7754  0.1754  -0.7415  -0.0636
C  -7.5443  -1.0370  -1.6638  -0.0683
C  -6.0743  -1.2296  -1.6925  -0.1044
C  -5.2915  -2.1472  -2.3591  0.0405
C  -3.9210  -2.1142  -2.1388  -0.0590
C  -3.2925  -1.1638  -1.3271  -0.2786
P  -1.5376  -1.5204  -1.0366  1.0082
C  -1.5193  -2.6783  0.3911  -0.3491
C  -2.3229  -3.8165  0.4227  -0.0356
C  -2.2031  -4.7186  1.4672  -0.0032
C  -1.2866  -4.4980  2.4820  -0.0041
C  -0.5108  -3.3459  2.4849  -0.0295
C  -0.6295  -2.4359  1.4482  -0.1715
C  -0.8257  -2.4496  -2.4379  -0.3708
C  -1.1596  -2.1381  -3.7589  -0.0925
C  -0.6080  -2.8675  -4.7978  -0.0205
C  0.2549  -3.9196  -4.5253  -0.0120
C  0.6131  -4.2106  -3.2143  -0.0329
C  0.1009  -3.4640  -2.1662  -0.0882
C  -4.0587  -0.1547  -0.6748  -0.1445
C  -5.4541  -0.2675  -0.8678  -0.0551
H  -2.7490  3.0370  2.4186  0.1306
H  -2.6806  5.4461  2.8258  0.1405
H  -2.4119  7.8558  0.9217  0.1482
H  -0.9160  7.7263  1.8059  0.1499
H  -1.2385  8.1505  -1.1047  0.1486
H  0.2543  8.1802  -0.2077  0.1454
H  0.8845  6.5212  -2.6538  0.1384
H  1.1644  4.1136  -3.0259  0.1178
H  1.9251  -0.5117  -2.1537  0.0857
H  4.3671  -1.0092  -2.3974  0.1286
H  6.0289  0.8047  -2.2437  0.1347
H  5.3147  3.1166  -1.7892  0.1353
H  2.9225  3.6459  -1.5326  0.1114
H  1.6588  1.7443  -4.4681  0.1167
H  0.5733  1.5986  -6.6686  0.1288
H  -1.8584  1.2309  -6.8383  0.1292
H  -3.2077  0.9018  -4.7950  0.1244
H  -2.1373  1.0348  -2.5774  0.0534
H  -4.3082  2.6573  1.2540  0.0962
H  -6.6761  2.3084  0.9796  0.1419
H  -8.4157  -0.0638  0.1115  0.1505
H  -8.2733  0.9938  -1.2674  0.1494
H  -8.0476  -1.9335  -1.2953  0.1483
H  -7.9394  -0.8680  -2.6675  0.1470
H  -5.7134  -2.8852  -3.0224  0.1405
H  -3.3106  -2.8593  -2.6282  0.1100
H  -3.0329  -3.9906  -0.3702  0.1173
H  -2.8190  -5.6028  1.4874  0.1339
H  -1.1825  -5.2124  3.2818  0.1344
H  0.1752  -3.1635  3.2980  0.1268
H  -0.0655  -1.4791  1.5056  -0.0210
H  -1.8725  -1.3535  -3.9677  0.0871
H  -0.8685  -2.6286  -5.8177  0.1274
H  0.6445  -4.5189  -5.3329  0.1308
H  1.2811  -5.0327  -3.0098  0.1262
H  0.3592  -3.7097  -1.1369  0.1070
I  3.0922  -1.0614  1.3400  0.2436
I  5.0260  -1.2580  3.2502  0.4104

Calculated values
orbital gap = 4.8 eV
largest force on an atom = 3.000 eV/A
total charge = +4
ΔE to the lowest compared entry with this formula, charge and spin = 0.4251 eV

---

Question: What is the formula in the second record?
Answer: C48H35N3O6P2ReS8

---

Question: Which of these has the lowest largest force on an atom?
Answer: C48H33FO9S